{
  "formula": "C12H26Cl23Hg2O2",
  "method": "the ωB97M-V functional and the def2-TZVPD basis",
  "mol_weight_g_mol": 1418.94,
  "total_energy_ha": -11514.5375,
  "total_charge": -1,
  "e_lumo_ha": 0.0295,
  "gap_ha": 0.251,
  "species": ["C", "Cl", "C", "Cl", "H", "Cl", "H", "H", "C", "Cl", "H", "C", "Cl", "Cl", "Cl", "Cl", "H", "Hg", "H", "H", "Cl", "Cl", "H", "C", "Cl", "O", "H", "O", "Cl", "H", "Cl", "Cl", "Cl", "H", "H", "C", "C", "H", "Cl", "Cl", "H", "H", "H", "H", "C", "C", "H", "Cl", "H", "Cl", "H", "Cl", "Cl", "C", "Cl", "H", "H", "H", "C", "H", "H", "Cl", "C", "Hg", "H"],
  "coordinates": [[-21.0496, 22.1676, -0.5287], [-22.1072, 14.5861, 1.3905], [-25.5543, 20.6615, 4.7506], [-15.8530, 18.1624, 7.2790], [-25.6088, 20.9653, 5.7960], [-18.7625, 16.8584, 4.2586], [-20.1088, 13.8437, 2.4790], [-21.3857, 18.2761, 0.7764], [-16.7585, 18.9928, -2.4283], [-17.8801, 20.1607, 6.7007], [-20.5329, 19.4828, 1.5180], [-16.4267, 19.3581, 6.0891], [-17.3899, 14.9567, 2.5707], [-22.4615, 22.3418, -1.5953], [-17.7854, 15.7900, -0.7644], [-19.6995, 13.6759, -1.6763], [-17.3202, 19.3622, -3.2863], [-22.7963, 21.4894, 2.9053], [-20.3490, 22.8867, -0.9531], [-20.7208, 21.1287, -0.5039], [-21.0015, 21.8539, 5.0360], [-21.4651, 15.0534, 4.0409], [-26.9403, 23.1663, 0.0202], [-21.1803, 18.6462, 1.7809], [-26.3743, 24.7948, 1.7147], [-24.2515, 20.3758, 4.4023], [-25.3998, 16.0343, 0.2767], [-22.2669, 19.1543, 2.4542], [-25.0712, 16.3051, 3.6432], [-16.5681, 19.0097, 5.0660], [-25.3762, 18.1777, -0.5628], [-20.5031, 19.1751, -3.7023], [-21.4106, 22.6758, 1.1613], [-15.6149, 20.0809, 6.0072], [-20.3827, 16.9280, -3.0560], [-26.0228, 23.5588, 0.4587], [-18.1528, 13.9968, -0.8362], [-18.2640, 13.7556, 0.2209], [-17.6606, 19.2899, -0.9400], [-18.0143, 22.1477, 0.8897], [-16.1728, 21.7793, 2.3991], [-20.0928, 15.5832, 2.1915], [-25.4739, 24.0855, -0.3219], [-26.3240, 19.8908, 4.7104], [-16.9504, 21.1718, 1.9360], [-17.6806, 16.7073, 2.8309], [-23.8379, 16.6550, 0.2732], [-21.6450, 18.1995, 6.4483], [-16.4541, 20.4697, 1.2660], [-17.8074, 20.3408, 3.2190], [-18.2231, 17.0400, 1.9459], [-15.2202, 19.9991, -2.5366], [-21.6513, 16.9271, -4.9057], [-24.7388, 16.6431, -0.3403], [-24.5098, 15.7958, -1.8367], [-20.4802, 18.1894, 2.4803], [-17.3785, 13.4726, -1.3963], [-16.5227, 17.9298, -2.4794], [-21.1352, 17.6420, -3.3908], [-21.9717, 17.7299, -2.6975], [-25.9152, 21.4896, 4.1406], [-24.8852, 22.2780, 1.0301], [-20.7243, 14.7433, 2.4811], [-23.3137, 18.1707, 4.4511], [-16.7411, 17.2411, 2.9744]],
  "forces_ev_per_angstrom": [[-0.6, 0.2, -0.3], [0.3, -0.2, -0.9], [-0.5, 1.0, 0.3], [-0.1, -0.2, -0.5], [0.2, 0.4, 0.3], [0.8, 0.5, -0.5], [-0.4, 0.0, 0.1], [-0.2, -1.3, 0.1], [0.6, 0.8, -0.3], [0.2, -0.2, -0.4], [0.5, 0.8, -0.4], [0.5, 0.9, 0.3], [0.6, 0.1, 0.0], [0.0, -0.3, 0.2], [-0.1, -0.9, -0.4], [0.5, 0.2, 0.3], [-0.2, -0.4, 0.3], [0.3, -2.6, 3.1], [0.3, -0.4, 0.5], [0.0, 0.3, 0.0], [-0.9, 0.2, -1.5], [0.4, -0.1, 0.6], [0.2, -0.3, 0.6], [0.8, 2.3, 0.3], [0.0, -0.7, -0.4], [1.3, -0.6, -1.1], [-0.3, 0.2, -0.2], [-1.6, 0.5, 0.6], [0.9, 1.0, 0.3], [-0.4, -0.7, 0.5], [-0.8, 2.2, -0.2], [1.1, 2.1, 0.0], [0.8, 0.6, -0.8], [-0.2, 0.1, 0.3], [0.0, 0.5, 0.5], [0.8, 0.8, -0.1], [-0.5, 0.9, 0.0], [0.2, -0.4, -0.4], [0.1, -0.1, -0.3], [0.3, 0.1, 0.4], [-0.4, 0.3, -0.2], [-0.4, 0.0, 0.0], [-0.1, -0.1, 0.1], [0.3, -0.8, -0.6], [0.7, -0.1, -0.3], [-0.9, -0.4, 0.4], [0.3, 0.3, -0.5], [-0.8, -0.2, -1.1], [-0.3, -0.1, 0.2], [-0.3, 0.0, -0.2], [0.1, 0.2, 0.2], [-0.8, -0.8, 0.3], [-0.7, -0.5, -0.7], [0.4, -2.0, 2.0], [0.5, -0.5, -0.9], [-0.2, -1.4, -0.3], [0.0, 0.3, 0.4], [0.1, 0.3, -0.1], [-0.4, -1.8, 0.4], [0.1, -0.2, -0.2], [-0.4, 0.2, 0.0], [-1.2, 0.3, -0.3], [-0.3, 0.2, 0.1], [0.2, -0.1, 0.1], [-0.2, -0.2, 0.1]],
  "nbo_charge": [-0.376, -0.037, -0.233, -0.046, 0.146, 0.016, 0.212, 0.142, -0.367, 0.020, 0.116, -0.402, -0.075, -0.021, -0.082, -0.021, 0.230, 1.410, 0.235, 0.250, -0.752, 0.019, 0.231, -0.249, -0.025, -0.986, 0.240, -1.026, -0.797, 0.218, 0.019, 0.001, -0.025, 0.204, 0.231, -0.369, -0.360, 0.235, -0.015, -0.052, 0.221, 0.207, 0.220, 0.154, -0.404, -0.384, 0.247, -0.754, 0.220, 0.023, 0.226, -0.076, -0.037, -0.465, -0.041, 0.170, 0.225, 0.231, -0.436, 0.239, 0.134, -0.046, -0.403, 1.450, 0.223]
}

{
  "formula": "C8H20O10",
  "method": "the ωB97M-V functional and the def2-TZVPD basis",
  "mol_weight_g_mol": 276.24,
  "total_energy_ha": -1069.2293,
  "de_lowest_ev": 0.800,
  "smiles": "C[C@H]1COC(=O)O1.C[C@H]1COC(=O)O1.O.O.O.O",
  "e_lumo_ha": 0.0085,
  "gap_ha": 0.408,
  "species": ["O", "O", "O", "H", "C", "O", "H", "C", "H", "H", "H", "H", "H", "O", "O", "O", "H", "H", "H", "H", "H", "H", "C", "H", "C", "C", "O", "C", "O", "H", "H", "C", "H", "H", "H", "H", "O", "C"],
  "coordinates": [[-1.4009, -4.5598, 1.8249], [-5.3721, 1.4164, -5.4371], [3.3606, 3.4998, -5.4587], [-1.4517, 2.4082, -4.0577], [-2.8804, -2.7708, 1.9014], [0.2156, -3.6099, 3.0897], [-3.7004, -2.8525, 2.6148], [-3.0954, -1.7040, 0.8537], [3.9721, 3.1218, -4.8267], [-5.8162, 0.6059, -5.1880], [6.6299, -0.2825, 3.6643], [5.6520, 1.4938, 2.1459], [2.5118, 3.4729, -5.0172], [3.5009, 0.2013, 0.8305], [-1.6938, -2.5326, 2.6073], [-0.6030, 2.6156, -3.6665], [-6.2961, 4.3915, -3.4323], [5.0686, -0.9654, 3.9445], [-4.0939, -1.7585, 0.4199], [-2.9880, -0.7807, 1.4229], [-0.7720, 2.6381, -2.7246], [-5.2695, 1.3518, -6.3866], [-2.6311, -4.1385, 1.2303], [-7.0003, 4.3934, -2.0922], [4.7761, -0.2464, 1.2919], [5.0465, 0.6600, 2.5011], [-6.7499, 4.9669, -2.8165], [-0.8853, -3.5703, 2.6010], [2.0425, 1.8137, 1.4871], [-3.4169, -4.8455, 1.4960], [-2.4126, -1.8008, 0.0095], [5.5752, -0.0205, 3.7482], [5.5419, -0.2415, 0.5162], [5.5547, 0.6376, 4.6168], [4.6983, -1.2777, 1.6360], [-2.4334, -4.0237, 0.1645], [3.8134, 1.1797, 2.8008], [3.0028, 1.1134, 1.6852]],
  "forces_ev_per_angstrom": [[0.1, -0.3, 0.4], [0.1, 0.2, 0.2], [0.1, 0.1, -0.2], [-0.2, 0.0, -0.2], [-0.7, -1.0, -1.4], [-1.4, 0.0, -0.2], [0.0, 0.3, 0.0], [-0.4, 0.3, 0.7], [0.2, -0.1, 0.1], [-0.1, -0.2, 0.1], [0.1, 0.0, -0.4], [0.5, 0.1, 0.3], [-0.3, 0.0, 0.1], [0.2, 0.2, -0.4], [0.0, 1.3, 0.8], [0.2, 0.0, -0.1], [0.1, -0.1, -0.2], [-0.3, 0.2, 0.1], [-0.1, 0.0, 0.2], [0.0, 0.4, -0.7], [0.0, 0.0, 0.3], [0.0, 0.0, -0.3], [0.4, 0.2, 0.8], [-0.1, -0.1, 0.2], [0.1, -0.8, 0.8], [1.6, -0.6, -0.3], [0.0, 0.2, 0.0], [2.1, -0.9, -0.6], [1.2, -1.3, 0.4], [0.1, -0.1, -0.4], [0.3, 0.2, 0.3], [1.0, -0.2, -0.1], [-0.3, 0.5, -0.1], [-0.4, 0.0, -0.1], [-0.3, -0.2, -0.1], [-0.4, -0.3, 0.0], [-2.8, 0.9, -0.5], [-0.5, 1.3, 0.3]],
  "nbo_charge": [-0.496, -0.940, -0.940, 0.470, 0.066, -0.583, 0.186, -0.628, 0.465, 0.469, 0.216, 0.172, 0.474, -0.484, -0.479, -0.941, 0.471, 0.220, 0.219, 0.233, 0.471, 0.472, -0.090, 0.465, -0.090, 0.065, -0.936, 0.972, -0.570, 0.197, 0.217, -0.627, 0.200, 0.233, 0.183, 0.187, -0.494, 0.975]
}

{
  "formula": "C23H41IMnP2",
  "method": "the ωB97M-V functional and the def2-TZVPD basis",
  "mol_weight_g_mol": 561.37,
  "s_squared": 4.10,
  "total_energy_ha": -3031.8374,
  "de_lowest_ev": 0.000,
  "total_charge": 2,
  "multiplicity": 4,
  "e_lumo_ha": [-0.3153, -0.2901],
  "gap_ha": [0.179, 0.205],
  "species": ["C", "H", "C", "C", "P", "C", "H", "H", "H", "H", "C", "H", "C", "H", "H", "H", "C", "H", "H", "C", "C", "P", "H", "C", "H", "H", "H", "C", "H", "C", "H", "H", "Mn", "C", "H", "H", "C", "H", "C", "C", "H", "I", "H", "C", "C", "H", "H", "H", "C", "H", "H", "C", "H", "C", "H", "H", "H", "H", "C", "H", "H", "H", "H", "C", "H", "H", "H", "H"],
  "coordinates": [[-0.9308, -1.7935, 3.3009], [2.1542, 0.8948, 5.0693], [2.8337, -1.4301, 3.4599], [1.2607, 0.1490, -4.7871], [1.3752, 0.7948, 0.7394], [2.4218, -0.3039, -0.3051], [-1.6292, -1.2724, -6.1064], [-0.6305, -1.7971, -0.7238], [3.2201, -2.1112, 4.2302], [-0.0977, -3.4807, 1.2139], [0.7307, -3.2637, 1.8946], [-2.1239, -2.9022, 1.8932], [-1.0293, -0.8525, -5.2837], [0.2899, 3.0834, -3.5533], [-3.6102, 0.4014, 0.6642], [-3.0485, -1.7851, 2.9110], [-1.9047, -0.1092, 5.0584], [0.7975, -1.2235, -6.3461], [1.3039, 0.0875, 6.3990], [-0.8495, 2.3993, -5.2552], [1.1779, 0.5318, 5.4022], [-1.1994, 0.2606, 0.4521], [1.1036, 3.3212, -5.0829], [0.3927, -2.1299, 2.8155], [1.9257, -1.2691, -0.4342], [-1.9299, -0.4827, 6.0913], [1.9793, 2.9249, 1.6711], [0.4934, 2.5986, -4.5184], [-3.0302, 1.5621, -0.5633], [0.6156, -0.4652, 4.4374], [-2.6341, -0.3033, -3.9081], [-1.7627, 0.9755, 5.0875], [0.0088, -0.0387, 2.3583], [0.0244, 1.3688, -0.3991], [-1.6279, -0.7361, -1.7596], [-2.3753, -1.6720, -0.4414], [-0.8051, -0.7604, 4.2788], [2.6148, 0.1420, -1.2870], [2.4969, 2.2247, 1.0106], [1.3416, -1.3210, 3.5544], [3.1422, -1.8252, 2.4879], [-0.5873, 2.5921, 3.0575], [-1.3198, 3.3848, -5.3536], [-1.8638, 0.1515, -4.5322], [-2.8227, 1.1208, 0.4175], [0.9494, -4.1834, 2.4561], [0.1557, 0.3760, -6.6327], [-0.8375, -1.6960, -4.6057], [-2.2024, -2.4775, 2.8980], [1.6096, -3.0307, 1.2862], [-2.7984, 1.8948, 1.1888], [-1.4832, -1.1137, -0.7414], [2.0798, 1.5204, -3.4744], [-1.8004, 1.4883, -4.5168], [-2.5083, 1.9994, -3.8638], [-2.8798, -0.3068, 4.6046], [0.5118, 1.3957, 5.4917], [0.1643, 1.2759, -1.4815], [0.3229, -0.3677, -5.8516], [3.3140, -0.4580, 3.6014], [3.3777, -0.4754, 0.1993], [1.9609, -0.5903, -4.3972], [-0.6694, 2.0491, -6.2732], [1.3201, 1.3700, -4.2425], [-2.4318, -3.3015, 3.5871], [-0.2198, 2.4023, -0.1318], [3.4048, 1.8728, 1.5114], [2.7697, 2.7143, 0.0695]],
  "forces_ev_per_angstrom": [[0.1, -0.1, 0.0], [-0.1, -0.1, 0.1], [0.0, 0.1, -0.2], [-0.1, 0.2, 0.3], [2.3, 1.5, -2.5], [-0.3, -0.3, 0.5], [0.1, 0.1, 0.2], [-0.1, 0.0, -0.2], [-0.1, 0.1, -0.1], [0.1, 0.0, 0.1], [-0.1, 0.3, -0.3], [0.0, 0.0, 0.2], [0.1, 0.0, -0.1], [0.0, 0.0, -0.1], [0.1, 0.1, 0.0], [0.1, -0.1, 0.1], [-0.1, 0.0, -0.1], [-0.1, 0.2, 0.1], [-0.1, 0.0, -0.2], [0.1, 0.0, 0.0], [0.0, 0.1, -0.1], [-2.2, 0.5, -3.1], [-0.1, -0.1, 0.1], [-0.1, -0.1, 0.8], [0.1, 0.0, -0.2], [0.1, 0.0, -0.2], [0.2, 0.0, -0.2], [-0.1, 0.0, -0.2], [0.3, -0.2, 0.1], [-0.4, -0.2, 0.0], [0.0, 0.1, -0.1], [0.0, -0.3, 0.1], [-0.4, 1.2, 1.8], [-0.1, -0.4, 1.3], [0.1, 0.2, 0.2], [0.1, 0.1, 0.0], [0.4, -0.1, 0.1], [-0.2, 0.1, 0.2], [-0.2, -0.2, 0.6], [0.0, -0.1, -0.1], [0.0, 0.0, 0.2], [0.3, -1.2, -0.5], [0.1, -0.2, 0.0], [0.1, 0.3, 0.1], [0.2, -0.2, 0.7], [-0.1, 0.3, 0.0], [0.1, -0.2, 0.1], [0.0, 0.1, -0.1], [-0.1, 0.1, -0.2], [-0.1, -0.1, 0.1], [-0.2, 0.0, -0.2], [0.3, -0.2, 0.5], [0.1, 0.0, -0.1], [0.1, -0.3, 0.2], [0.0, 0.0, -0.1], [0.1, 0.0, 0.1], [0.2, -0.2, 0.1], [0.0, -0.3, 0.2], [-0.1, 0.0, 0.0], [0.0, -0.1, 0.1], [-0.1, 0.0, 0.0], [0.0, 0.1, -0.1], [-0.1, 0.1, 0.2], [-0.2, -0.3, 0.0], [0.1, 0.2, -0.1], [0.0, -0.1, 0.0], [-0.1, 0.1, -0.1], [-0.2, -0.3, 0.0]],
  "nbo_charge": [-0.101, 0.243, -0.654, -0.176, 0.987, -0.930, 0.240, 0.241, 0.276, 0.241, -0.677, 0.235, -0.436, 0.192, 0.261, 0.243, -0.670, 0.231, 0.274, -0.452, -0.664, 0.986, 0.239, 0.049, 0.242, 0.274, 0.271, -0.433, 0.279, -0.018, 0.189, 0.260, 0.723, -1.024, 0.289, 0.263, 0.007, 0.281, -0.924, -0.069, 0.235, -0.161, 0.230, -0.186, -0.924, 0.282, 0.221, 0.200, -0.651, 0.237, 0.270, -0.934, 0.180, -0.190, 0.196, 0.243, 0.259, 0.317, -0.452, 0.242, 0.264, 0.197, 0.222, -0.197, 0.276, 0.298, 0.260, 0.277]
}